[1]
Below is C27H39N4O4 as an isolated structure in a non-equilibrium geometry, with properties calculated with wB97M-V/def2-TZVPD.

The HOMO-LUMO gap is 0.2567 Ha. The HOMO energy is -0.3287 Ha. As for the net charge: +1.

```
74
Properties=species:S:1:pos:R:3:forces:R:3:lowdin_charge:R:1
O 2.273 2.130 -1.159 -0.8 -0.1 -2.6 -0.0567
O -0.147 -1.784 1.656 -8.8 -13.7 11.5 -0.0056
O 2.576 -1.857 4.896 4.6 -2.5 3.6 -0.1055
O -0.501 -2.566 -3.022 -1.4 3.7 -0.9 0.0528
N 0.340 0.466 -2.216 3.0 2.9 -7.3 0.0207
N 1.521 -0.089 3.163 7.5 2.3 -0.1 -0.0594
N -1.330 -0.646 -4.123 -0.7 -2.5 -0.4 -0.1229
N -2.158 1.190 -2.582 0.0 -4.6 -1.7 -0.1789
C -3.293 1.108 0.370 -1.4 -2.7 4.3 -0.0835
C -1.352 0.520 -4.810 5.6 3.8 2.3 -0.0861
C -1.234 -2.835 1.156 -2.0 6.1 1.7 0.0033
C 1.913 1.088 -0.446 -4.7 -3.1 2.8 -0.1912
C -2.321 1.902 -0.183 -0.2 -0.8 -4.3 -0.2080
C -2.667 2.082 -1.719 3.7 7.8 4.7 -0.1671
C 0.443 -1.029 1.080 8.5 13.2 -8.2 -0.3813
C 1.453 0.083 1.862 -4.0 -3.9 -4.5 -0.1669
C 3.154 -0.188 3.527 -4.9 2.3 6.3 -0.0260
C 3.335 2.872 -0.764 1.5 -0.8 4.5 -0.2233
C -3.079 -0.164 -2.675 6.2 1.8 6.3 0.0275
C 0.800 0.350 -0.996 3.1 -2.9 8.5 -0.2928
C -2.606 -0.879 -3.862 -5.7 -6.3 4.0 -0.2086
C 2.073 0.983 1.065 0.3 2.1 -1.2 0.0273
C 0.811 -0.766 4.084 -1.8 -2.5 3.1 -0.1543
C -0.463 -1.390 -3.460 7.0 -2.7 -0.3 -0.3604
C 0.168 -0.775 -0.215 3.0 4.4 -2.3 0.0360
C -1.693 -3.716 2.376 7.0 -8.6 -15.7 0.0302
C -3.180 0.605 1.729 5.6 4.2 -2.3 0.0182
C 4.614 2.087 -0.653 -10.4 -5.5 -6.7 0.0013
C -1.121 2.316 0.387 -4.4 -2.0 2.5 0.0169
C -1.128 1.975 1.750 -0.6 -1.3 -2.7 -0.0712
C 1.072 -0.580 -3.334 -5.0 -3.4 3.8 0.1254
C -1.918 1.072 2.380 -5.2 -1.1 -2.9 -0.0344
C -2.100 1.654 -3.870 3.8 -0.4 -5.7 -0.1373
C 1.466 -2.268 4.365 -6.4 5.4 4.6 -0.1904
C 3.458 -1.583 3.954 5.4 4.5 -0.2 -0.2610
H -1.561 2.544 -4.168 0.7 0.6 1.4 0.1331
H -1.967 3.260 -1.976 -2.2 -3.3 0.5 0.2257
H -0.923 0.750 -2.423 0.3 0.4 0.8 0.1542
H 0.946 -0.137 5.146 -1.0 -1.9 -2.5 0.1893
H -4.208 0.673 -0.086 0.7 1.2 -0.5 0.1195
H 3.068 3.214 0.253 0.4 0.2 0.0 0.1235
H 3.733 0.271 2.869 2.1 1.6 -3.4 0.0386
H 4.520 1.242 -0.018 -1.2 -1.2 0.6 0.0777
H 1.627 -1.334 -2.611 -0.4 1.9 -2.2 0.1661
H 4.930 1.623 -1.595 -0.3 0.3 -0.3 0.1140
H -0.765 -3.100 0.271 0.7 -1.8 -1.5 0.0806
H -3.351 -0.723 -4.582 -0.4 0.0 -1.9 0.1402
H -2.476 -4.397 1.758 1.5 1.2 1.4 0.1566
H 0.903 -2.579 5.258 -0.5 -0.8 -0.8 0.1443
H 3.215 0.573 4.551 -0.1 -2.3 -2.7 0.1923
H -0.894 -4.389 2.537 0.6 -0.4 1.4 0.0814
H -2.672 -1.971 -3.496 -0.4 1.1 -1.1 0.1782
H -3.667 2.411 -1.754 -1.4 -0.1 -0.8 0.1120
H -2.053 -1.914 0.765 1.7 -3.1 1.2 0.1834
H 3.315 3.725 -1.294 0.5 2.7 -2.4 0.0968
H -1.825 0.793 3.368 0.7 -0.2 2.1 0.0763
H -2.835 -0.446 -1.428 -0.4 -0.6 -3.9 0.1913
H 1.375 -2.829 3.555 0.4 -2.8 -3.6 0.0747
H 5.360 2.350 -0.288 11.8 6.3 5.6 -0.0458
H -0.457 2.940 -0.072 1.7 1.5 -1.0 0.0911
H 1.016 1.242 -2.501 -1.9 0.1 -0.3 0.1673
H -0.422 2.305 2.336 4.1 2.0 2.8 0.0599
H -0.168 -0.984 3.681 -0.7 0.8 0.7 0.0954
H -1.752 0.551 -5.740 -1.8 -0.8 -2.8 0.1051
H -2.195 -3.263 2.900 -8.4 8.3 10.8 -0.0768
H -3.944 0.275 -2.509 -4.9 1.3 -0.5 0.0604
H -2.886 1.813 -4.520 -3.3 0.1 0.0 0.1101
H 4.619 -1.414 4.346 -2.8 -1.3 -0.7 0.1985
H 2.469 1.870 1.663 0.0 -1.3 -1.2 0.1474
H -3.950 0.311 2.331 -1.9 -1.6 1.1 0.0656
H 3.402 -2.135 3.074 0.2 -2.0 -1.3 0.1123
H 1.347 -0.168 -4.292 0.8 0.3 0.4 0.0819
H -0.250 0.527 -5.023 -0.5 2.1 -0.1 0.1352
H -0.522 -1.207 -0.855 -1.5 -1.6 -0.4 0.0560
```
Positions in Å, forces in eV/Å.

[2]
Below is C27H39O6Zr as an isolated structure in a non-equilibrium geometry, with properties calculated with wB97M-V/def2-TZVPD.

The HOMO-LUMO gap is 0.1042 Ha. The HOMO energy is -0.0113 Ha. As for the net charge: -1.

```
73
Properties=species:S:1:pos:R:3:forces:R:3:lowdin_charge:R:1
Zr -0.199 -0.605 -0.599 -0.1 1.0 0.9 1.7553
O -0.825 -0.311 -2.366 -0.3 0.8 -1.4 -0.4263
O -1.086 -0.041 -8.958 0.6 -1.0 1.0 0.0841
O -0.433 -1.990 -8.064 -0.3 0.0 -0.4 -0.0269
O 2.741 -0.018 -6.817 -1.1 -0.1 -1.3 0.0976
O 1.797 -0.422 -8.830 0.4 0.2 0.1 -0.0325
O -0.260 0.444 1.044 -0.4 0.9 1.2 -0.3847
C 2.328 -0.458 0.340 0.1 -1.4 -0.3 -0.1694
C -1.080 3.507 -3.761 0.2 -0.1 -0.2 -0.1756
C -1.019 0.106 -4.952 -0.7 -0.3 -0.5 -0.2062
C -1.314 -2.539 0.805 -1.6 -0.1 0.1 -0.2133
C -0.133 0.777 2.435 -0.2 0.2 -0.7 -0.6748
C -3.158 -1.142 0.878 0.2 -0.4 -0.2 -0.1398
C -0.205 2.685 -4.622 -0.1 -0.9 0.2 -0.4479
C 0.161 -0.586 -5.565 0.8 -0.1 -0.3 -0.0937
C -2.217 -1.822 1.672 0.4 -0.7 -0.9 -0.1678
C 2.023 -0.640 -1.937 0.7 -0.8 0.7 -0.1563
C -1.525 -0.488 -3.586 -0.4 0.4 -0.4 -0.2070
C 2.474 0.224 -0.888 -0.7 -0.6 -0.3 -0.1115
C -0.839 1.650 -5.430 0.0 0.8 0.6 -0.2724
C -1.793 -2.363 -0.555 -0.9 0.2 1.1 -0.2992
C 0.799 1.959 2.643 0.6 0.2 0.0 -0.0515
C 1.626 -1.896 -1.354 1.4 0.6 0.1 -0.2502
C -1.457 1.266 3.009 -0.6 -0.2 0.2 -0.0466
C 0.387 -0.403 3.255 0.0 0.0 0.1 -0.0353
C 0.325 0.051 -6.972 -0.1 -1.1 -1.1 -0.2318
C 1.262 2.826 -4.513 -0.2 0.0 -0.2 -0.1738
C 1.743 -0.115 -7.524 1.0 0.3 2.2 -0.4028
C -2.912 -1.443 -0.485 0.4 -0.7 0.1 -0.1580
C -0.142 1.512 -6.831 -0.4 -0.3 0.1 -0.0465
C -0.485 -0.651 -8.082 -1.2 1.5 -0.5 -0.4412
C 3.128 -0.594 -9.315 0.2 0.0 -0.1 -0.0415
C -1.044 -2.550 -9.243 0.1 0.0 0.2 -0.0433
C 1.797 -1.775 0.078 1.5 0.5 -0.3 -0.2391
H 1.613 3.726 -5.063 0.6 0.0 0.2 0.0432
H -3.566 -1.163 -1.318 0.6 0.1 0.3 0.0984
H -1.849 -0.164 -5.627 -0.4 -0.4 0.2 0.1277
H -0.644 -3.332 1.121 0.1 0.3 -0.1 0.0909
H -2.278 0.554 2.867 0.2 0.2 0.0 0.0621
H -1.501 -2.983 -1.399 0.0 0.3 0.0 0.1022
H 1.437 -0.601 3.024 -0.1 -0.1 0.0 0.0695
H 0.695 2.207 -6.966 -0.3 -0.1 0.3 0.1214
H 3.609 -1.443 -8.824 -0.1 0.1 0.0 0.0968
H -0.882 1.701 -7.614 0.4 0.1 0.1 0.1094
H 0.321 -0.117 4.311 0.1 -0.1 -0.1 0.0827
H 0.061 -1.671 -5.636 0.1 -0.1 0.1 0.1204
H 1.787 1.802 2.196 -0.2 0.0 0.0 0.0731
H 3.719 0.304 -9.119 0.0 -0.1 -0.1 0.0965
H 1.073 -0.341 -5.022 0.1 -0.1 0.1 0.1032
H 1.559 2.947 -3.457 0.3 0.1 0.1 0.0387
H 1.815 1.952 -4.897 0.0 0.3 0.0 0.0498
H 0.927 2.084 3.726 0.1 0.1 -0.2 0.0856
H -3.984 -0.527 1.257 0.5 -0.2 -0.3 0.0995
H -1.430 4.407 -4.292 -0.4 0.5 0.2 0.0372
H 2.678 -0.101 1.313 -0.5 -0.1 -0.5 0.0930
H -1.622 -1.587 -3.699 0.2 0.3 -0.3 0.1114
H 1.793 -2.598 0.790 -0.3 0.3 -0.2 0.1034
H 0.353 2.876 2.247 0.2 -0.1 -0.1 0.0860
H -2.571 -0.149 -3.449 0.4 0.2 0.1 0.1079
H -2.225 -1.869 2.761 0.2 0.2 -0.4 0.0925
H 2.129 -0.449 -3.005 -0.5 0.1 0.4 0.1062
H -1.312 1.416 4.088 -0.2 0.0 -0.2 0.0836
H 1.473 -2.821 -1.900 -0.3 0.2 0.1 0.1109
H -2.085 -2.217 -9.333 0.3 -0.1 0.0 0.0948
H -0.550 3.855 -2.863 -0.1 0.0 0.2 0.0422
H -0.979 -3.624 -9.110 0.0 -0.1 -0.1 0.0850
H -1.870 2.010 -5.594 0.0 -0.3 -0.1 0.1159
H -1.722 2.234 2.567 -0.1 -0.3 0.0 0.0875
H 3.034 -0.774 -10.383 0.0 0.0 0.0 0.0894
H -0.208 -1.307 3.111 0.2 0.2 -0.1 0.0580
H -1.968 2.941 -3.447 -0.1 0.2 0.2 0.0483
H -0.492 -2.224 -10.132 -0.1 -0.1 0.2 0.0965
H 2.894 1.226 -1.010 -0.4 -0.4 0.0 0.1096
```
Positions in Å, forces in eV/Å.

[3]
Below is a 3-piece molecular cluster, C27H40BrF8N4O5S overall in a non-equilibrium geometry, with properties calculated with wB97M-V/def2-TZVPD.

As for the spin multiplicity: 3. The HOMO-LUMO gap (spin up / spin down) is 0.1167 / 0.1435 Ha. The HOMO energy (spin up / spin down) is -0.3604 / -0.3872 Ha. As for the net charge: +1.

```
86
Properties=species:S:1:pos:R:3:forces:R:3:lowdin_charge:R:1
Br 1.115 -7.527 -4.859 1.2 0.2 0.6 0.9778
S 2.139 -4.214 -4.241 0.6 3.3 -5.0 0.7642
F 1.845 -2.472 -2.211 0.5 -1.3 -0.8 0.1262
F 0.213 -3.605 -0.721 0.3 -0.8 -1.2 0.1262
F 1.388 -5.341 -1.295 0.1 0.6 -1.1 0.1290
F -0.894 -6.270 -1.513 0.0 0.7 -0.4 0.1603
F -0.916 -5.421 -3.502 0.1 0.5 0.5 0.1427
F -1.830 -4.322 -1.811 0.5 -0.6 -0.8 0.1969
F 0.126 -2.795 -3.455 0.8 -0.9 -0.1 0.1518
F 4.693 -3.655 -0.210 0.1 -0.3 -1.2 0.0902
O 0.969 2.081 -0.050 1.0 -0.7 -0.4 -0.0320
O 6.584 -4.489 -0.962 1.5 -0.6 0.4 0.2086
O -3.009 2.528 2.042 0.2 0.9 0.7 -0.0292
O 3.012 -3.172 -4.748 0.6 -0.8 2.1 -0.2381
O 1.220 -4.509 -5.313 -0.3 -1.8 2.0 -0.2728
N 5.273 -6.454 -2.639 -2.2 0.2 -1.3 0.2073
N 1.653 1.112 0.524 -2.4 2.0 0.4 -0.0454
N 4.803 -7.636 -2.985 0.6 -1.7 0.2 0.0739
N -3.305 3.811 1.971 -0.4 -2.9 -1.6 -0.0500
C 2.257 1.663 1.777 1.9 -0.1 1.1 -0.4694
C 4.421 -5.510 -3.032 0.2 3.5 0.5 -0.1561
C 2.723 -6.976 -4.023 1.3 1.5 0.7 -0.5293
C 0.396 0.493 3.130 0.1 0.0 0.0 -0.1658
C 2.826 3.084 1.606 -0.5 0.2 -0.6 -0.0447
C 1.525 -1.366 0.931 0.3 0.1 0.3 -0.0477
C 0.535 -4.396 -1.790 -0.8 0.3 1.5 -0.2973
C 0.733 -0.060 0.673 0.0 -2.2 -0.1 -0.4633
C -0.824 -5.108 -2.205 -0.3 -0.5 0.9 -0.5082
C -0.033 -0.349 -0.628 -0.1 0.7 -0.2 -0.0357
C -1.265 3.815 0.469 -0.3 -0.6 0.4 -0.0573
C -0.277 0.120 1.815 0.0 0.4 0.2 -0.1265
C -5.001 4.257 -0.409 0.0 0.0 0.0 -0.1774
C -2.457 5.876 0.881 -0.2 0.3 0.2 -0.0236
C 4.893 -4.055 -2.648 -0.3 -0.9 1.4 0.0218
C -5.332 3.112 3.283 0.5 -0.5 -0.1 -0.0461
C -5.199 5.386 2.466 0.1 0.3 -0.2 -0.0477
C -3.501 4.031 -0.543 -0.5 -0.3 0.0 -0.1382
C 3.510 0.831 2.151 0.1 -0.4 0.0 -0.0277
C -4.791 3.940 2.105 -1.5 1.3 1.0 -0.4874
C 1.256 1.736 2.947 -0.6 -0.1 0.0 -0.1320
C 5.515 -4.118 -1.209 -1.4 0.8 -0.6 -0.4393
C 3.167 -5.627 -3.733 -0.5 -3.3 0.4 -0.1425
C -2.685 4.351 0.723 1.2 1.8 -0.6 -0.4652
C 3.679 -7.965 -3.581 -1.6 0.0 -1.0 -0.0158
C 1.162 -3.438 -2.863 -1.4 0.9 1.7 -0.4286
C -5.535 3.536 0.825 0.3 -0.1 -0.4 -0.1388
H -3.122 4.612 -1.387 0.2 0.0 0.2 0.1219
H 0.650 -0.465 -1.472 0.0 0.2 0.0 0.0767
H 3.457 -0.221 1.891 -0.2 0.0 0.1 0.0478
H -0.627 3.941 1.346 -0.1 0.0 0.0 0.0767
H 5.695 -3.758 -3.355 -0.6 0.0 0.4 0.1600
H -5.452 2.455 0.667 0.1 0.0 0.1 0.1244
H -5.221 5.328 -0.367 0.0 0.0 0.1 0.1074
H -1.502 6.080 1.371 0.0 -0.2 -0.1 0.0837
H -0.753 0.434 -0.868 0.2 0.1 0.0 0.0805
H 3.501 3.144 0.750 -0.1 0.0 0.0 0.0892
H 3.452 -9.034 -3.756 0.5 0.7 0.2 0.1597
H -1.004 0.898 1.556 0.1 0.0 -0.1 0.1038
H -3.348 2.980 -0.815 0.1 0.0 0.2 0.1213
H -6.247 5.425 2.769 0.1 -0.2 0.0 0.0867
H -4.605 5.767 3.300 0.0 0.0 -0.1 0.0945
H 5.433 -8.411 -2.738 -0.2 0.3 0.0 0.2095
H -3.197 6.390 1.487 -0.1 -0.1 -0.1 0.0514
H -0.368 0.686 3.886 0.0 0.0 0.0 0.1183
H 1.001 -0.334 3.513 0.0 0.0 0.0 0.1062
H -6.603 3.746 0.932 0.1 0.0 0.2 0.1253
H -0.854 -0.799 1.952 0.1 -0.1 -0.2 0.1287
H 1.788 1.947 3.878 0.2 0.0 -0.2 0.1233
H 2.045 3.834 1.475 0.0 -0.1 -0.1 0.0738
H 0.883 -2.237 0.828 -0.2 0.2 0.0 0.0648
H -0.607 -1.273 -0.536 0.1 0.0 0.2 0.0768
H 0.581 2.584 2.793 0.1 0.0 -0.2 0.1108
H -5.509 3.878 -1.300 0.0 0.0 0.0 0.1136
H -1.259 2.762 0.194 -0.1 0.1 0.1 0.0511
H -6.394 3.313 3.434 0.1 0.2 -0.2 0.0854
H 3.391 3.368 2.496 0.0 -0.3 0.0 0.0934
H -4.813 3.359 4.211 0.0 0.0 -0.1 0.0907
H -2.439 6.373 -0.091 0.1 -0.1 0.0 0.0904
H 4.053 -3.340 -2.581 0.6 -0.4 -0.5 0.0964
H 4.397 1.205 1.633 -0.1 0.1 0.0 0.0818
H 1.929 -1.432 1.940 0.1 0.1 -0.1 0.0660
H -5.119 6.082 1.632 0.1 0.0 0.0 0.0618
H 2.344 -1.481 0.216 0.0 0.1 0.1 0.0800
H -0.799 4.357 -0.357 -0.2 0.1 0.1 0.1012
H -5.247 2.039 3.110 0.2 0.1 0.0 0.0768
H 3.711 0.885 3.223 0.0 0.1 0.0 0.0905
```
Positions in Å, forces in eV/Å.